DFT (wB97M-V/def2-TZVPD) results for a molecular structure, C14H24OP2PdSe4.

The value obtained for the HOMO-LUMO gap is 6.86 eV. Its LUMO energy is 0.007 Ha. The energy above the lowest of the compared OMol25 structures with the same formula, charge and spin is 8.14 kcal per mole.

Last column: natural (NBO) charge in e.
Element x y z (Å)
Pd  -0.887824  0.746523  -0.317380  0.235
C  -0.537696  -0.834840  -3.263471  -0.952
P  -1.802901  -0.263253  -2.091502  1.093
C  -3.040351  0.540241  -3.144101  -0.962
C  -2.614886  -1.795873  -1.515810  -0.365
C  -3.282815  -2.659754  -2.382332  -0.130
C  -3.851764  -3.827271  -1.904017  -0.214
C  -3.759472  -4.138913  -0.553814  -0.192
C  -3.097476  -3.284593  0.311365  -0.190
C  -2.519724  -2.107474  -0.161640  -0.344
P  -1.650811  -0.915580  0.936888  1.097
C  -0.625400  -1.979641  1.996030  -0.966
C  -2.994402  -0.366974  2.029069  -0.964
H  -0.966806  -1.396125  -4.095107  0.226
H  0.174406  -1.458283  -2.724629  0.251
H  -0.001873  0.037799  -3.634980  0.261
H  -3.413800  -0.152599  -3.898604  0.229
H  -2.581407  1.399298  -3.634941  0.265
H  -3.866989  0.899118  -2.532690  0.259
H  -3.354616  -2.426430  -3.438111  0.204
H  -4.365191  -4.497072  -2.581363  0.221
H  -4.205353  -5.050179  -0.176913  0.221
H  -3.036774  -3.538805  1.362812  0.213
H  -1.232817  -2.694246  2.552074  0.229
H  -0.093044  -1.344799  2.703919  0.267
H  0.095946  -2.517629  1.381701  0.246
H  -3.500484  -1.214383  2.494056  0.225
H  -3.708954  0.207351  1.440491  0.255
H  -2.568278  0.285291  2.790815  0.268
Se  0.144818  1.502200  1.805402  -0.411
Se  -0.794575  3.631508  2.022972  -0.026
Se  -0.163240  4.471761  -0.042984  -0.043
Se  -1.362707  2.988439  -1.402166  -0.499
C  3.591801  1.558685  -1.909047  -0.429
C  3.771791  0.635150  -0.704409  -0.433
C  2.483508  -0.178571  -0.736268  -0.061
O  1.498856  0.656277  -1.357254  -0.591
C  2.109151  1.873997  -1.818161  -0.072
H  3.820387  1.029250  -2.837237  0.196
H  4.210463  2.453611  -1.858730  0.220
H  3.818276  1.226834  0.211423  0.215
H  4.661912  0.009525  -0.758967  0.214
H  2.130910  -0.454437  0.259915  0.186
H  2.595564  -1.087142  -1.337988  0.161
H  1.916296  2.666858  -1.090402  0.197
H  1.638937  2.146978  -2.761123  0.194

Atoms 1-2, force components in eV/Å:
Pd -0.5 0.4 0.2
C 0.0 0.0 0.0



DFT (wB97M-V/def2-TZVPD) results for a single C4H13N3 molecule at a distorted geometry.

The value obtained for the HOMO-LUMO gap is 9.97 eV. As for the SMILES: NCCNCCN. Its LUMO energy is 0.038 Ha. The energy above the lowest of the compared OMol25 structures with the same formula, charge and spin is 31.63 kcal per mole.

Last column: natural (NBO) charge in e.
Element x y z (Å)
N  0.117995  1.662487  -2.148523  -0.856
C  1.344078  0.865252  -1.971668  -0.218
C  0.976561  -0.315502  -1.006111  -0.242
N  0.350944  0.134495  0.212519  -0.632
C  0.098601  -1.003755  1.154973  -0.230
C  -0.994944  -0.676455  2.192712  -0.223
N  -2.163645  0.027870  1.618137  -0.828
H  0.317957  2.642510  -2.296380  0.353
H  -0.371841  1.553161  -1.260249  0.373
H  1.588525  0.375907  -2.924087  0.177
H  2.146138  1.554731  -1.764039  0.172
H  1.871356  -0.959582  -1.043342  0.178
H  0.228289  -0.832114  -1.634449  0.194
H  1.041263  0.677979  0.734878  0.353
H  0.937239  -1.556174  1.579720  0.189
H  -0.375595  -1.743174  0.476813  0.177
H  -0.599804  -0.194820  3.087389  0.180
H  -1.363250  -1.663139  2.488436  0.176
H  -2.109225  -0.148752  0.617193  0.355
H  -3.040638  -0.400920  1.886086  0.353

Atoms 1-2, force components in eV/Å:
N -0.2 -0.4 0.3
C -1.4 -0.3 -0.5



DFT (wB97M-V/def2-TZVPD) results for a molecular structure, C29H33FN3O7Sr.

The value obtained for the HOMO-LUMO gap is 5.27 eV. The net charge is +1. Its LUMO energy is -0.123 Ha. The energy above the lowest of the compared OMol25 structures with the same formula, charge and spin is 0.00 kcal per mole.

Last column: Mulliken charge in e.
Element x y z (Å)
Sr  -1.033021  -2.688795  0.023694  1.926
F  3.412057  2.846698  1.090508  -0.337
C  2.141245  2.921189  0.632605  0.649
C  1.361860  1.803913  0.637762  -0.946
C  0.034437  1.862393  0.212653  0.332
C  -0.744291  0.609294  0.241371  1.619
O  -0.262785  -0.378232  0.825523  -1.015
C  -2.016431  0.688712  -0.416380  -0.076
C  -2.494607  1.922098  -0.722154  -0.438
N  -1.838627  3.109799  -0.614640  0.164
C  -2.659304  4.285868  -0.883649  -0.066
C  -2.275738  5.443851  -1.749870  -0.547
C  -2.489937  5.631582  -0.259399  -0.520
C  -0.509945  3.086002  -0.213612  -0.285
C  0.333996  4.206839  -0.245554  0.336
C  1.646055  4.146034  0.178337  -1.836
N  2.422891  5.341403  0.130417  0.397
C  2.120159  6.380608  1.102470  -0.580
C  2.269306  7.737309  0.395364  -0.801
N  3.188310  7.535547  -0.782555  -0.157
C  4.365583  6.687172  -0.397472  -0.695
C  3.855687  5.260163  -0.120742  -0.629
C  -2.967665  -0.458139  -0.843166  0.223
O  -4.156233  -0.275575  -0.630458  -0.656
O  -2.399048  -1.411822  -1.466505  -0.998
H  1.748640  0.858216  0.994115  0.588
H  -3.514359  1.979840  -1.079521  0.442
H  -3.685763  3.969264  -0.982934  0.443
H  -3.025668  5.817797  -2.431933  0.323
H  -1.271000  5.480008  -2.140700  0.171
H  -3.395563  6.122601  0.066414  0.296
H  -1.638361  5.814723  0.376940  0.131
H  -0.003704  5.149385  -0.636475  0.606
H  2.783935  6.324949  1.974260  0.332
H  1.101009  6.268178  1.462395  0.455
H  2.713796  8.499513  1.031818  0.376
H  1.323957  8.103440  -0.000105  0.425
H  3.483385  8.430686  -1.169541  0.322
H  2.662137  7.030023  -1.498308  0.379
H  4.798436  7.150747  0.486631  0.360
H  5.096161  6.717255  -1.201598  0.377
H  4.427082  4.852983  0.716136  0.414
H  4.022184  4.616746  -0.983759  0.488
C  0.080092  -9.933009  0.147443  -0.798
O  -1.289545  -9.719105  0.436645  -0.440
C  -1.716233  -8.442864  0.557359  1.096
C  -3.089060  -8.301185  0.856134  -1.123
C  -3.592141  -7.047336  1.007328  -0.500
C  -2.809037  -5.870329  0.889794  -0.221
C  -3.435873  -4.608988  1.220425  1.253
C  -4.940742  -4.532815  1.361734  -1.551
O  -2.816348  -3.551385  1.436480  -0.841
C  -1.423623  -6.013504  0.526704  0.228
O  -0.622951  -5.034608  0.273394  -0.760
C  -0.914707  -7.337493  0.400107  -0.451
H  0.216845  -11.009608  0.106961  0.236
H  0.717356  -9.513070  0.928946  0.329
H  0.352453  -9.495050  -0.815614  0.322
H  -3.701496  -9.184260  0.967059  0.416
H  -4.640188  -6.953139  1.255104  0.344
H  -5.264255  -5.015870  2.285628  0.412
H  -5.447260  -5.020704  0.530582  0.431
H  -5.221722  -3.483811  1.399090  0.346
H  0.130382  -7.418936  0.139780  0.312
C  3.742907  -2.099170  -0.867496  -1.170
C  2.515460  -2.961315  -0.838584  0.705
C  2.662940  -4.421919  -0.515300  -0.963
O  1.414623  -2.475166  -1.026442  -0.526
H  4.541669  -2.570286  -1.439646  0.426
H  4.104581  -1.995707  0.159888  0.280
H  3.504728  -1.117212  -1.268133  0.284
H  3.674905  -4.788085  -0.672556  0.412
H  1.938683  -4.999211  -1.086954  0.274
H  2.397282  -4.565094  0.535782  0.245

Atoms 1-2, force components in eV/Å:
Sr 0.3 -0.4 0.0
F 0.0 0.0 0.0



DFT (wB97M-V/def2-TZVPD) results for a single C5H6OS2 molecule at a distorted geometry.

The value obtained for the HOMO-LUMO gap is 9.55 eV. As for the SMILES: O=C1SC=C[C@H]1CS. Its LUMO energy is 0.021 Ha. The energy above the lowest of the compared OMol25 structures with the same formula, charge and spin is 1.66 kcal per mole.

Last column: natural (NBO) charge in e.
Element x y z (Å)
C  -0.542153  -0.303712  1.416525  -0.498
C  0.550051  -0.187737  0.331561  -0.390
C  0.768392  1.176322  -0.244257  -0.207
C  0.776265  1.221366  -1.579235  -0.346
C  0.250170  -1.134014  -0.826833  0.440
H  -2.447927  -0.946373  0.131905  0.138
H  -0.313649  0.334946  2.229506  0.225
H  -0.563306  -1.325762  1.820713  0.239
H  1.482914  -0.570983  0.788460  0.257
H  0.924523  2.044337  0.378048  0.226
H  0.938296  2.102482  -2.190936  0.237
O  -0.090029  -2.289809  -0.711252  -0.545
S  -2.203051  0.180609  0.850083  -0.044
S  0.469504  -0.301673  -2.394291  0.267

Atoms 1-2, force components in eV/Å:
C -0.1 -0.9 -0.9
C -0.1 -0.1 0.4



DFT (wB97M-V/def2-TZVPD) results for a single C4H7NO2 molecule.

The value obtained for the HOMO-LUMO gap is 10.84 eV. As for the SMILES: C/C(=N\O)[C@H]1CO1. Its LUMO energy is 0.035 Ha. The energy above the lowest of the compared OMol25 structures with the same formula, charge and spin is 85.00 kcal per mole.

Last column: natural (NBO) charge in e.
Element x y z (Å)
C  0.856185  1.262071  -0.985006  -0.684
C  0.176754  0.107508  -0.303051  0.184
N  0.365503  -1.118800  -0.620806  -0.120
O  1.264647  -1.264710  -1.661384  -0.567
C  -0.902334  0.303963  0.726647  0.009
C  -1.160680  -0.721477  1.726236  -0.097
O  -0.618391  0.531765  2.112580  -0.485
H  0.740188  1.181912  -2.071915  0.240
H  0.448053  2.216703  -0.646113  0.224
H  1.934126  1.250871  -0.786418  0.243
H  1.261472  -2.221313  -1.804358  0.480
H  -1.732469  0.960635  0.475641  0.196
H  -2.183929  -0.955316  2.011036  0.181
H  -0.449123  -1.533811  1.826911  0.197

Atoms 1-2, force components in eV/Å:
C 0.0 0.0 0.0
C -0.1 -0.2 0.0



DFT (wB97M-V/def2-TZVPD) results for a single C5H8O molecule.

The value obtained for the HOMO-LUMO gap is 11.06 eV. As for the SMILES: C#CC(C)(C)O. Its LUMO energy is 0.034 Ha. The energy above the lowest of the compared OMol25 structures with the same formula, charge and spin is 47.40 kcal per mole.

Last column: natural (NBO) charge in e.
Element x y z (Å)
C  -0.174979  -1.276403  -0.518656  -0.607
C  0.324221  0.023357  0.134632  0.169
C  0.951388  0.976944  -0.878736  -0.604
O  1.349638  -0.228597  1.086885  -0.703
C  -0.890482  0.571251  0.784140  -0.029
C  -1.984924  0.751039  1.255559  -0.245
H  -0.564438  -1.939745  0.260714  0.213
H  -1.001815  -1.046092  -1.197713  0.217
H  0.616231  -1.792441  -1.068904  0.216
H  1.299566  1.883186  -0.375090  0.225
H  0.240515  1.251112  -1.663250  0.215
H  1.817319  0.485526  -1.335299  0.219
H  0.942032  -0.605162  1.877338  0.474
H  -2.969607  0.877268  1.646979  0.240

Atoms 1-2, force components in eV/Å:
C 0.0 -0.1 -0.1
C -0.2 0.1 -0.2



DFT (wB97M-V/def2-TZVPD) results for a single C5H8N4O4S2 molecule at a distorted geometry.

The value obtained for the HOMO-LUMO gap is 8.26 eV. As for the SMILES: CCC(=S)N[C@@](C#N)([N+](=O)[O-])S(N)(=O)=O. Its LUMO energy is -0.027 Ha. The energy above the lowest of the compared OMol25 structures with the same formula, charge and spin is 3.01 kcal per mole.

Last column: natural (NBO) charge in e.
Element x y z (Å)
C  -1.554566  1.184887  -0.640941  0.232
C  -0.581494  -1.455015  -0.207475  0.157
C  0.940773  -3.192695  -1.367587  -0.614
C  0.159318  -2.704995  -0.096698  -0.490
C  -0.623305  0.928585  0.446573  -0.107
N  -2.043859  1.858030  -1.419972  -0.285
N  0.530831  3.662192  -0.204842  -1.012
N  -0.024457  -0.348011  0.404533  -0.594
N  -1.088782  1.266633  1.830271  0.538
O  -1.588424  2.365938  1.789560  -0.379
O  -0.835343  0.578072  2.762065  -0.302
O  1.708135  1.383005  -0.535052  -0.905
O  1.296322  2.261814  1.708942  -0.915
S  -1.923650  -1.287156  -1.156536  -0.018
S  0.889436  2.111496  0.360842  2.276
H  0.422659  -2.743353  -2.296645  0.241
H  2.091009  -3.033390  -1.294342  0.224
H  0.993704  -4.310391  -1.330350  0.226
H  0.941793  -2.447476  0.679114  0.202
H  -0.424170  -3.563797  0.322611  0.261
H  -0.145706  4.176295  0.413309  0.422
H  0.031825  3.697819  -1.082096  0.414
H  0.827950  -0.388488  0.914718  0.428

Atoms 1-2, force components in eV/Å:
C 0.6 0.1 1.2
C -1.1 1.7 -1.1



DFT (wB97M-V/def2-TZVPD) results for a molecular structure, C3H29BeO12 at a distorted geometry.

The value obtained for the HOMO-LUMO gap is 8.89 eV. The net charge is +1. Its LUMO energy is -0.128 Ha. The energy above the lowest of the compared OMol25 structures with the same formula, charge and spin is 19.69 kcal per mole.

Last column: natural (NBO) charge in e.
Element x y z (Å)
Be  0.238845  1.631766  1.761206  1.711
C  1.321068  -1.098963  -0.500041  -0.630
C  1.805362  0.351088  -0.141655  0.105
C  1.451358  1.347350  -1.196239  -0.628
O  1.194484  0.677186  1.062284  -1.133
H  0.226029  -1.001573  -0.557564  0.204
H  1.652277  -1.869179  0.227732  0.196
H  1.627277  -1.281979  -1.507324  0.204
H  2.887310  0.274157  -0.036007  0.166
H  0.438300  1.819508  -1.059870  0.199
H  1.677110  0.925685  -2.214596  0.219
H  2.140535  2.152666  -1.042516  0.216
O  -1.126175  -2.790945  -2.122699  -0.941
H  -1.773695  -2.730342  -2.865506  0.485
H  -1.034556  -3.724906  -2.167420  0.458
O  2.989038  -0.744495  2.584615  -0.999
H  2.848752  -1.607013  2.911076  0.478
H  2.496491  -0.363610  1.859832  0.507
O  -0.482496  -1.404449  2.817371  -0.955
H  -0.931875  -2.221182  2.956776  0.481
H  0.427060  -1.636603  2.937184  0.475
O  0.346486  3.181875  1.154906  -0.991
H  -0.280342  3.750451  0.716088  0.531
H  0.977679  3.803318  1.468495  0.516
O  -0.066587  2.708952  -3.812202  -0.972
H  -0.170544  1.765339  -3.740726  0.492
H  -0.621967  3.006688  -4.540901  0.474
O  -2.939357  -1.331082  1.011171  -0.962
H  -3.457066  -1.202878  0.200364  0.468
H  -2.102533  -1.785904  0.836987  0.504
O  -2.109784  0.766123  -1.181678  -0.936
H  -2.231572  1.491848  -1.784882  0.507
H  -2.985246  0.421172  -1.020829  0.483
O  -0.784581  -0.151302  -3.074705  -0.993
H  -1.303292  0.029034  -2.272930  0.477
H  0.052575  -0.536076  -2.836648  0.477
O  -1.430327  1.229022  1.383221  -1.014
H  -1.719352  0.551153  0.822589  0.540
H  -2.214142  1.514122  1.911359  0.518
O  0.336480  1.733876  3.426315  -0.997
H  0.564271  1.023305  3.993401  0.542
H  0.814407  2.492951  3.812189  0.521
O  0.407970  -3.841429  0.341642  -0.932
H  0.963355  -3.193983  -0.074412  0.467
H  -0.119030  -4.130743  -0.445454  0.461

Atoms 1-2, force components in eV/Å:
Be 0.1 -1.9 -1.5
C -0.5 1.7 0.4



Q: Look up the LUMO of the third one.
A: -0.123 Ha



Q: What is the formula in the eighth record?
A: C3H29BeO12



Q: HOMO-LUMO gap of number 6 (C5H8O)?
A: 11.06 eV